13
Properties=species:S:1:pos:R:3:forces:R:3:lowdin_spin:R:1 method="wB97M-V/def2-TZVPD" e_homo_ev="-4.98 / -9.10" e_above_lowest_kcal_mol=0.0 s_squared=2.007 spin_multiplicity=3
N -1.559719 -0.282097 -0.578833 -0.59 -0.39 -3.73 0.07
N -0.544807 1.982260 -0.246123 2.37 -0.12 0.03 0.10
N 1.470537 -1.347515 -1.604638 -2.79 -0.80 -0.13 0.23
O -0.526857 0.080203 1.502259 0.73 -0.64 2.93 0.07
P -0.196264 0.334023 0.008170 -1.23 3.99 -2.58 0.35
P 1.639655 -0.880452 0.053213 2.80 -1.65 -0.15 1.08
H -1.279609 -0.630721 -1.509634 -1.21 -0.14 0.49 0.01
H -1.901397 -0.947077 0.033506 -1.20 -1.92 0.96 0.01
H -1.317646 2.554384 0.022817 -0.98 -0.31 0.42 0.02
H 0.296543 2.456988 0.050683 0.16 0.64 -0.28 0.00
H 2.219501 -1.744249 -2.114279 1.43 -0.18 0.05 0.01
H 0.700404 -2.065463 -1.774967 0.91 1.59 0.40 0.02
H 0.215600 -0.565631 1.601744 -0.40 -0.06 1.59 0.03